# 1
Here is a structure of composition C30H32Br2N10O3PPt from OMol25. Energies are from ωB97M-V/def2-TZVPD.

Each line ends with the Mulliken charge.
Atoms and positions in Å:
H (-3.792, 4.844, 0.305)  0.3522
C (1.046, 2.665, 1.802)  -0.0072
O (2.890, -0.219, -0.923)  -0.6149
C (-0.605, -0.265, -4.830)  -1.3709
H (-1.805, 1.073, -1.965)  1.1917
H (-1.667, -0.415, -4.641)  0.5331
H (3.454, 1.274, 0.216)  0.7758
H (-2.001, 1.294, 6.254)  0.3430
H (-2.845, -0.329, 0.131)  0.2879
H (0.144, -4.642, -3.356)  0.5571
C (-2.540, 2.914, -1.017)  -1.2897
Pt (0.168, 0.033, 0.530)  0.7001
O (2.129, -1.209, -5.217)  -0.5392
N (-1.161, 0.942, 4.382)  0.1478
N (-2.277, 3.415, 0.224)  0.0968
N (-1.158, -1.493, 0.406)  0.5940
Br (-3.936, -5.170, 0.409)  -0.0067
P (-0.635, 2.921, 2.436)  -0.2554
C (0.809, -2.760, 0.835)  0.9914
C (1.646, -1.016, -4.140)  -0.4363
H (-0.432, 1.623, -3.740)  0.1683
C (-0.241, -0.770, -2.429)  -0.4113
H (-0.816, 1.792, -5.448)  0.5031
N (-0.377, 0.145, 2.511)  0.6393
C (-0.525, -0.903, 3.383)  -0.5449
H (-2.456, 2.475, 5.019)  0.3414
O (-1.430, -0.765, -2.175)  -0.5742
C (2.666, -1.465, 1.372)  -0.3589
C (-2.809, 4.684, 0.739)  -0.8651
C (-0.639, -2.727, 0.575)  0.2222
H (1.094, -4.879, 0.740)  0.6619
H (-0.390, -0.641, -5.830)  0.5020
H (3.065, -0.482, 1.553)  0.5501
H (-1.255, -0.898, 5.479)  0.4859
H (-2.904, 4.634, 1.820)  0.3918
N (2.041, 3.532, 2.042)  0.1300
N (-1.132, 1.557, 0.024)  0.5933
C (-1.639, 1.876, 5.412)  -0.7794
H (0.819, 1.378, -4.968)  0.3022
N (1.373, -1.544, 1.031)  0.4738
C (3.456, -2.585, 1.504)  -0.8121
C (-2.480, -1.334, 0.267)  -0.2954
C (2.902, -3.834, 1.252)  -0.6852
C (-2.823, -3.687, 0.412)  -0.7799
N (1.494, 1.643, 1.045)  0.2190
H (4.106, 3.585, 1.480)  0.4757
H (-0.825, 2.516, 5.743)  0.3313
H (3.443, -0.631, -3.226)  0.3419
C (0.465, -3.625, -3.136)  -0.9669
C (2.831, 1.895, 0.823)  -0.7497
C (-1.420, 2.587, 0.838)  0.2611
C (-0.204, -2.641, -4.085)  -1.5604
H (-1.029, -4.827, 0.721)  0.6435
C (-1.011, -0.406, 4.553)  -0.5986
H (0.084, -2.865, -5.112)  0.5322
C (1.960, 4.781, 2.811)  -0.7905
H (0.200, -3.415, -2.096)  0.0989
H (-2.150, 5.503, 0.458)  0.3378
H (-0.270, -1.919, 3.138)  0.5086
H (4.494, -2.479, 1.784)  0.5260
H (1.399, 5.528, 2.255)  0.3355
C (2.051, -0.408, -1.779)  0.1581
H (-3.206, 3.407, -1.705)  0.5387
C (3.166, 3.061, 1.437)  -0.7767
H (-4.403, -2.240, 0.146)  0.5395
C (1.548, -3.917, 0.924)  -0.5277
C (0.177, -1.159, -3.843)  2.6386
H (1.495, 4.599, 3.776)  0.3459
H (-1.290, -2.715, -4.023)  0.4654
N (0.691, -0.374, -1.472)  -0.0276
C (-0.234, 1.209, -4.736)  -1.0757
N (2.445, -0.674, -3.055)  0.0960
C (-1.448, -3.843, 0.577)  -0.2991
H (2.971, 5.142, 2.971)  0.3335
C (-1.825, 1.764, -1.146)  -0.9950
H (1.554, -3.602, -3.225)  0.2881
Br (3.928, -5.373, 1.370)  -0.0063
C (-0.774, 1.252, 3.134)  0.1106
C (-3.343, -2.405, 0.270)  -0.6617

Cartesian forces, eV/Å:
-0.001 -0.003 0.003
-0.044 -0.074 -0.051
0.211 0.126 0.337
0.022 0.038 -0.002
-0.002 0.048 0.028
0.005 -0.014 -0.017
-0.004 -0.136 -0.088
-0.004 0.002 0.000
0.017 0.031 -0.005
0.013 0.016 0.005
0.026 0.012 -0.007
0.442 -0.041 0.082
0.020 -0.003 -0.001
-0.002 0.010 0.000
0.018 0.014 0.023
0.004 0.027 0.092
0.013 0.019 -0.011
-0.007 0.032 -0.059
0.023 0.001 -0.118
-0.024 -0.031 0.008
0.025 -0.014 -0.021
-0.111 0.278 -0.098
0.003 0.007 -0.002
-0.179 -0.057 -0.094
0.014 -0.023 0.036
0.001 0.002 0.000
0.073 -0.372 0.231
-0.075 0.038 0.124
-0.004 0.000 0.007
0.020 -0.030 -0.071
0.007 -0.006 0.007
0.019 0.013 0.003
0.017 0.023 -0.024
0.001 0.003 0.003
0.001 0.006 -0.002
0.000 -0.057 0.056
-0.085 0.062 -0.114
0.002 0.003 0.004
0.005 0.001 -0.005
-0.017 0.000 -0.074
-0.006 -0.021 0.034
-0.003 0.015 -0.078
0.023 0.005 0.014
0.002 -0.019 0.010
-0.014 0.060 -0.136
0.006 -0.008 -0.013
0.000 -0.002 0.003
0.008 -0.007 0.051
0.033 -0.006 -0.053
-0.049 0.033 -0.116
0.021 -0.144 0.113
-0.037 0.029 -0.005
-0.006 -0.007 -0.006
0.004 -0.010 -0.007
-0.022 0.008 -0.012
0.008 0.019 -0.011
-0.023 0.005 0.128
-0.004 0.003 -0.005
-0.026 0.019 0.018
-0.002 0.006 0.004
0.000 -0.001 0.000
-0.011 -0.166 -0.185
0.001 -0.006 -0.006
0.019 -0.017 -0.001
-0.003 0.001 0.014
-0.023 0.003 0.015
-0.029 -0.078 -0.028
0.000 0.003 -0.001
0.006 -0.001 0.028
-0.097 0.087 0.057
-0.035 0.023 0.008
-0.034 0.057 -0.055
-0.004 0.009 -0.033
0.001 -0.001 -0.001
-0.099 0.123 0.018
-0.013 0.002 0.001
-0.012 0.019 -0.012
-0.027 0.016 0.093
0.004 -0.002 -0.028

Results
Energy above the lowest of the compared OMol25 structures with the same formula, charge and spin: 0.0 kJ/mol
Kohn-Sham gap: 7.708 eV
E_tot: -205272.842 eV
Total charge: +3



# 2
Here is a structure of composition C4H5N3O4 at a distorted geometry from OMol25. Energies are from ωB97M-V/def2-TZVPD.

Each line ends with the natural charge from an NBO analysis.
Atoms and positions in Å:
H (0.763, 1.248, -1.355)  0.2450
O (-0.808, -1.889, 1.554)  -0.5087
N (-0.734, 1.569, 0.553)  -0.8421
H (-1.353, 1.678, 1.378)  0.4105
C (-0.639, 0.365, -0.132)  0.1616
C (0.628, 0.310, -0.983)  -0.5541
O (-1.763, -0.854, -1.780)  -0.3850
C (1.722, -0.223, -0.159)  0.7032
H (0.166, 2.033, 0.812)  0.3902
N (-1.855, -0.079, -0.839)  0.5059
O (2.916, -0.150, -0.346)  -0.5417
H (0.665, -0.466, -1.750)  0.2901
H (2.020, -1.550, 1.446)  0.4452
O (-2.889, 0.209, -0.270)  -0.3618
N (1.227, -1.011, 0.896)  -0.6798
C (-0.065, -1.189, 0.975)  0.7216

Cartesian forces, eV/Å:
1.108 2.486 -1.399
-0.111 -0.778 0.670
0.156 1.661 1.595
0.286 -0.704 -1.137
2.643 -3.120 0.636
-1.336 -1.883 0.943
0.217 0.608 0.235
1.875 -0.031 0.903
-1.002 -0.883 -0.732
-0.494 -0.873 0.886
-0.881 0.201 0.016
-0.922 0.311 -0.441
-2.416 1.200 -1.346
-0.145 0.289 -0.313
4.437 -1.231 1.163
-3.415 2.746 -1.679

Results
Energy above the lowest of the compared OMol25 structures with the same formula, charge and spin: 425.1 kJ/mol
Kohn-Sham gap: 8.903 eV
E_tot: -16885.689 eV



# 3
Here is a cluster of 2 separate species, CH3NO2S in total at a distorted geometry from OMol25. Energies are from ωB97M-V/def2-TZVPD.

Each line ends with the natural charge from an NBO analysis.
Atoms and positions in Å:
S (2.959, -0.636, 0.018)  -0.3132
H (0.916, 0.807, -0.323)  0.5448
O (1.920, 1.004, -0.058)  -0.7941
C (-1.616, -0.199, -0.081)  0.9077
H (-2.970, -1.448, -0.436)  0.4134
H (1.989, 0.910, 0.886)  0.5238
N (-2.530, -0.913, 0.219)  -0.7092
O (-0.668, 0.475, -0.225)  -0.5734

Cartesian forces, eV/Å:
-0.237 0.051 -0.456
2.751 0.235 0.895
-1.758 -0.835 -1.592
1.111 0.037 0.236
-1.658 -1.811 -1.816
-0.412 0.587 1.229
1.103 1.674 1.582
-0.900 0.062 -0.079

Results
Energy above the lowest of the compared OMol25 structures with the same formula, charge and spin: 214.4 kJ/mol
Kohn-Sham gap: 8.101 eV
E_tot: -17503.247 eV



Q: Which of these has the highest Kohn-Sham gap?
A: C4H5N3O4